No. 1
DFT (ωB97M-V/def2-TZVPD) results for a structure of composition C11H15AgGaO2P at a distorted geometry.

Computed properties:
LUMO level ... -2.87 eV
Maximum force ... 7.3 eV/A
Charge ... 0
Kohn-Sham gap ... 3.5 eV
Calculated total energy ... -81396.83106 eV

Geometry as XYZ:
```
31
Properties=species:S:1:pos:R:3:forces:R:3
C -3.3265 -1.2709 -2.4217 6.8 -1.7 -2.1
C -2.0809 -1.4015 -2.8615 -5.5 1.4 2.6
C -0.5039 -1.3337 -3.2141 -1.4 -0.8 -0.5
C 0.3730 -2.2067 -2.1725 -0.3 -0.3 -0.1
C 1.0315 -1.3098 -0.9547 1.0 -2.0 -1.8
Ga -0.3845 -0.0274 -0.0737 -0.5 -0.8 1.0
C 0.1595 0.5945 1.8210 1.1 1.0 2.5
C -0.8358 0.3486 3.0205 4.3 2.5 1.1
C -0.3971 0.8811 4.4448 2.0 0.6 -3.1
C 0.9912 1.6496 4.6407 -1.1 -1.6 -3.7
C 1.9738 1.8512 3.4039 -3.2 -1.7 -0.7
C 1.5543 1.3236 1.9721 -3.0 -0.6 4.1
P -0.6125 1.8979 -1.3863 -0.4 1.6 0.8
O -2.0017 1.8582 -2.4087 0.9 -0.4 0.7
O 0.8601 2.0636 -2.2955 -0.4 -0.6 0.6
H -4.3428 -1.4891 -1.9452 2.1 0.6 -1.1
H -0.1417 -0.2474 -3.3070 -0.7 -1.6 0.3
H -0.4022 -1.8376 -4.2606 -0.2 1.0 1.8
H -0.3299 -3.0414 -1.7600 1.3 1.6 -0.5
H 1.1853 -2.7650 -2.7850 -1.3 1.0 0.9
H 1.8678 -0.6549 -1.4141 -0.9 -0.4 0.5
H 1.4443 -2.0976 -0.1822 -0.7 1.2 -0.3
H -1.7176 -0.9003 0.0887 0.2 0.1 0.0
H -1.8450 -0.1790 2.8644 1.9 0.9 0.2
H -1.1267 0.7337 5.3231 1.5 0.4 -1.4
H 1.2729 2.0349 5.6825 -0.4 -0.7 -1.9
H 2.9818 2.3960 3.5068 -1.8 -0.9 0.1
H 2.1996 1.4616 1.0284 -1.0 -0.1 1.8
H -2.7753 1.8708 -1.7784 1.3 0.0 -0.9
H 1.5666 2.0802 -1.5886 -1.2 0.1 -1.0
Ag 3.3623 -2.2832 -0.9870 -0.5 0.2 0.0
```
Forces are in eV/Å.

---

No. 2
DFT (ωB97M-V/def2-TZVPD) results for a structure of composition C11H15BHfN6O2 at a distorted geometry.

Computed properties:
ΔE to the lowest compared entry with this formula, charge and spin ... 4.19 kcal per mole
LUMO level ... -8.16 eV
Maximum force ... 2.5 eV/A
Charge ... +2
Kohn-Sham gap ... 7.7 eV
Calculated total energy ... -26656.31879 eV

Geometry as XYZ:
```
36
Properties=species:S:1:pos:R:3:forces:R:3
H 0.7925 3.6613 1.2871 0.4 -0.1 -0.2
N 0.7641 1.9528 -0.0610 0.1 0.8 -0.4
B 0.2521 0.3927 -2.0678 -0.8 -0.5 0.0
N 0.6562 1.8232 -1.4637 0.1 0.2 1.2
C 0.6876 3.0642 -1.9683 0.5 -0.4 0.4
Hf 0.7896 0.3075 1.1561 -2.3 -1.0 -0.5
H 0.6394 3.2835 -3.0344 -0.1 -0.4 0.3
C 0.8535 3.9971 -0.9292 0.0 0.1 0.5
H 0.9609 5.0637 -1.0369 -0.2 0.0 -0.1
C 0.8624 3.3025 0.2649 -0.4 -0.9 -1.8
H 0.0780 0.4719 -3.2533 0.2 0.0 0.4
C -2.1471 -2.1157 3.1418 1.3 0.2 -1.1
H -1.4860 -2.2182 3.9872 -0.4 -0.3 0.8
H -1.4304 -1.5628 2.4531 -1.1 -0.1 0.2
H -2.3190 -3.0894 2.6702 -0.1 0.2 0.2
N -1.1239 -0.0179 -1.3913 0.0 0.3 -0.1
N 1.2671 -0.7885 -1.7154 0.3 0.6 0.9
N -1.3697 -0.1741 -0.0559 1.2 0.1 1.9
N 1.5301 -1.0119 -0.3426 0.4 -0.8 -0.6
C -2.2663 -0.2278 -2.0534 -0.1 -0.1 0.4
C 1.8880 -1.7415 -2.4343 0.0 0.4 0.3
H -2.3052 -0.1707 -3.1123 0.0 0.1 -0.6
H 1.9133 -1.8043 -3.5401 -0.4 0.4 0.9
C -3.2682 -0.5373 -1.1548 0.1 0.0 -0.4
C 2.5434 -2.6157 -1.5625 0.0 0.0 1.0
C -2.6867 -0.5098 0.1009 0.4 0.2 -1.0
C 2.2957 -2.1692 -0.2625 -0.5 0.7 -1.8
H -4.2766 -0.7556 -1.4353 -0.3 -0.1 0.2
H 3.1337 -3.4752 -1.8513 -0.2 0.1 0.1
H -3.2397 -0.7438 1.0105 0.9 0.3 0.0
H 2.5735 -2.6332 0.6714 0.1 0.2 0.1
H -3.0859 -1.5888 3.3462 0.5 0.0 0.0
O 0.3836 0.7473 3.7165 2.0 -0.1 -0.6
C 1.6420 0.6847 3.7296 -2.0 -0.4 -0.1
O 2.2126 0.5122 2.5470 0.7 0.0 0.2
H 2.2855 0.6868 4.6440 -0.6 0.2 -0.7
```
Forces are in eV/Å.

---

No. 3
DFT (ωB97M-V/def2-TZVPD) results for the ion C11H15BN3 with charge +1 at a distorted geometry.

Computed properties:
ΔE to the lowest compared entry with this formula, charge and spin ... 0.00 kcal per mole
LUMO level ... -3.71 eV
Maximum force ... 3.9 eV/A
Charge ... +1
Kohn-Sham gap ... 9.3 eV
Calculated total energy ... -16788.72554 eV

Geometry as XYZ:
```
30
Properties=species:S:1:pos:R:3:forces:R:3
B -1.4748 -1.9848 0.3566 1.2 -0.3 -1.0
C 4.6614 0.4976 0.0400 -0.2 1.0 -2.6
C 3.7512 1.2925 0.7038 1.0 2.0 2.2
C 4.1209 -0.5305 -0.7160 -0.1 -1.3 1.0
C 2.3937 0.9707 0.8833 2.5 -0.7 -0.9
C 2.7947 -0.9123 -0.6765 -0.1 2.1 1.1
C 1.9795 -0.1290 0.1725 -0.1 -0.8 -0.5
C -1.5569 0.3777 -0.3514 0.4 3.7 -1.3
C -2.6008 1.4375 -0.7924 1.2 -0.1 -2.2
C -3.7033 1.0388 0.0954 1.5 -1.5 1.2
C -3.5601 -0.4828 0.2003 0.3 1.9 0.2
C 0.0306 -1.5387 0.6366 0.9 -1.2 -1.0
N 0.5907 -0.4683 0.1936 -0.8 1.6 -0.4
N -2.0939 -0.6478 0.1057 -3.0 -1.1 1.1
N -0.2179 0.6156 -0.3570 -1.1 -2.7 0.9
H -1.7171 -2.6061 -0.6969 0.8 -0.1 0.7
H -1.7541 -2.5655 1.3108 -1.0 -0.4 1.0
H 5.6501 0.8444 -0.3881 -0.9 -0.3 1.7
H 4.1700 2.1956 1.2510 -0.8 -1.1 -0.8
H 4.8008 -1.1924 -1.1662 0.7 -0.5 -1.3
H 1.8400 1.5187 1.5928 -1.0 0.5 0.4
H 2.3812 -1.5886 -1.3874 -0.3 -0.8 0.0
H -2.2623 2.5035 -0.7601 -0.2 -1.0 0.1
H -2.9595 1.1845 -1.8460 1.0 0.4 0.9
H -3.4842 1.4286 1.0272 0.4 0.9 2.3
H -4.6210 1.3996 -0.1290 -2.9 0.8 -1.2
H -3.9692 -0.8957 1.1002 0.1 -0.3 0.5
H -4.0713 -0.8600 -0.6286 -0.5 -1.4 -1.4
H 0.7123 -2.2355 1.1537 0.0 0.6 -0.4
H 0.1693 1.3326 -0.9282 0.8 0.1 -0.3
```
Forces are in eV/Å.

---

No. 4
DFT (ωB97M-V/def2-TZVPD) results for a structure of composition C11H15BaO8P at a distorted geometry.

Computed properties:
LUMO level (alpha / beta) ... -9.23 / -9.21 eV
Maximum force ... 5.6 eV/A
Charge ... +2
Kohn-Sham gap (alpha / beta) ... 6.4 / 6.4 eV
Calculated total energy ... -37993.84684 eV

Geometry as XYZ:
```
36
Properties=species:S:1:pos:R:3:forces:R:3
O 2.6884 -0.4409 -4.0025 0.8 1.3 3.0
C 2.8913 -0.0221 -2.9564 -0.7 -1.4 -3.5
Ba 1.7827 0.6911 -0.2929 1.6 1.2 0.1
O 5.9214 1.7083 -0.8353 -2.2 -0.7 0.3
C 4.8376 1.3985 -0.6940 2.4 0.7 -0.3
C 3.0710 1.7458 2.0322 -0.6 1.6 5.3
O 2.9398 2.0737 3.1354 0.9 -1.3 -4.7
C 3.7128 -1.5226 0.3680 0.4 -3.2 1.1
O 3.8997 -2.5870 0.7357 -0.3 2.9 -1.0
C 2.1697 3.2893 -1.2806 -1.6 3.5 -1.2
O 1.6500 4.2530 -1.6027 1.6 -2.5 0.8
C -1.6150 -2.1183 -2.9915 -0.2 -0.2 -0.3
C -0.3354 -1.4905 -2.5006 0.1 -0.3 0.5
O -0.1751 -1.9701 -1.0881 -1.0 1.5 1.0
P -0.5188 -0.7334 0.0372 -3.0 -2.0 0.5
O -1.4997 -1.3889 1.1213 2.8 0.9 -2.0
C -2.8694 -1.5125 0.6206 -0.3 -0.1 -0.7
C -3.4374 -0.1222 0.4543 -0.3 -0.3 0.4
O -0.4533 1.0894 1.0806 1.1 -2.3 -1.2
C -0.2837 0.7458 2.4548 -0.6 1.1 0.3
C -0.3272 2.0581 3.2096 0.0 -0.3 0.4
H -1.5858 -3.2055 -2.8345 0.0 0.3 -0.1
H -1.7102 -1.9091 -4.0599 -0.1 -0.1 0.1
H -2.5051 -1.7187 -2.4800 0.4 0.0 -0.2
H 0.5556 -1.8103 -3.0510 -0.3 -0.1 0.2
H -0.4213 -0.3780 -2.5617 0.1 -0.4 0.3
H -2.8293 -2.0575 -0.3340 -0.2 -0.1 0.5
H -3.2972 -2.0953 1.4114 -0.7 -0.3 0.0
H -2.9716 0.4467 -0.3658 -0.1 -0.2 0.2
H -4.5042 -0.2444 0.2605 0.0 0.3 -0.1
H -3.2925 0.4210 1.3938 -0.2 0.1 -0.3
H 0.6621 0.1948 2.6403 0.0 0.1 0.0
H -1.1014 0.0915 2.7859 0.3 0.2 0.0
H -1.2984 2.5378 3.0375 0.3 -0.1 0.1
H -0.2105 1.8367 4.2686 0.0 0.3 0.2
H 0.4606 2.7457 2.8837 -0.2 -0.1 0.1
```
Forces are in eV/Å.